67
Properties=species:S:1:pos:R:3:forces:R:3:lowdin_charge:R:1 method="wB97M-V/def2-TZVPD" e_homo_ev="-10.543 / -10.543" charge=+1 e_tot_ev=-124275.7266 de_lowest_kcal_mol=19.9
V 1.189356 -0.019850 -0.163069 -1.59 -0.82 -0.86 1.053
O 2.590277 3.489885 -0.115677 -0.05 0.07 -0.10 -0.209
S 1.490489 2.621640 -0.287986 0.11 -0.52 0.47 0.621
O 1.328439 1.566068 0.863090 0.25 0.32 0.03 -0.391
O 1.477611 1.670407 -1.436653 0.34 -0.14 0.17 -0.363
C -0.024410 3.470635 -0.251937 0.07 0.03 -0.01 -0.276
C -0.032461 4.836288 -0.039219 0.01 0.07 0.03 -0.010
C -1.260998 5.473674 0.085891 0.03 0.01 0.00 -0.020
C -2.431525 4.736335 0.029649 -0.03 -0.04 0.00 -0.017
C -2.400363 3.358569 -0.175535 -0.02 0.07 -0.04 -0.044
C -1.187109 2.708397 -0.343092 -0.05 -0.01 -0.08 -0.283
P -1.135210 0.918885 -0.687902 0.25 0.14 -0.01 1.159
C -2.328209 0.234155 0.432353 0.02 0.01 0.07 -0.353
C -2.251926 0.635512 1.777672 -0.01 -0.02 0.06 -0.072
C -3.058518 0.034582 2.724367 0.07 0.06 -0.03 -0.043
C -3.955436 -0.954285 2.329054 -0.06 -0.04 0.02 -0.020
C -4.047396 -1.340496 0.998046 0.00 -0.01 0.00 -0.034
C -3.223468 -0.764122 0.043456 0.01 0.00 0.00 -0.067
C -1.557223 0.669330 -2.409618 -0.04 -0.06 0.00 -0.317
C -2.822520 1.070320 -2.844767 0.01 -0.03 -0.02 -0.073
C -3.168789 0.922660 -4.176785 -0.02 0.00 0.01 -0.050
C -2.259603 0.377394 -5.073520 0.00 0.00 -0.02 -0.045
C -1.004307 -0.025200 -4.641934 0.01 0.00 0.01 -0.044
C -0.649927 0.118843 -3.310330 -0.01 0.00 -0.02 -0.067
H 0.898780 5.382471 0.039106 -0.03 -0.03 0.00 0.130
H -1.296709 6.542150 0.249000 0.00 -0.02 0.00 0.125
H -3.386357 5.229695 0.157171 0.02 -0.01 -0.01 0.125
H -3.325813 2.798277 -0.189395 0.00 0.00 0.00 0.118
H -1.540330 1.395054 2.084883 0.00 0.02 -0.01 0.121
H -2.965327 0.292398 3.771187 -0.04 -0.03 -0.03 0.122
H -4.570882 -1.439443 3.075946 0.05 0.01 0.00 0.128
H -4.739752 -2.118898 0.705525 0.01 0.03 0.00 0.122
H -3.256358 -1.105926 -0.983111 0.00 0.02 -0.01 0.122
H -3.541676 1.485737 -2.150980 -0.01 0.01 0.02 0.107
H -4.150067 1.229572 -4.513375 0.02 0.00 0.00 0.117
H -2.533671 0.262956 -6.113777 0.00 0.00 0.00 0.118
H -0.299145 -0.455997 -5.340497 -0.02 0.01 0.01 0.118
H 0.328331 -0.208022 -2.988008 0.03 0.00 0.02 0.096
Cl 7.853072 -3.126633 -1.449796 0.06 -0.02 -0.01 0.749
C 6.276291 -2.478011 -1.244791 0.02 -0.10 -0.02 -0.642
C 6.121315 -1.121181 -1.030920 -0.03 0.12 0.02 -0.089
C 4.847838 -0.597385 -0.871892 -0.02 -0.14 -0.06 -0.545
Cl 4.636270 1.082501 -0.579922 0.00 -0.01 0.01 0.831
C 3.738145 -1.437940 -0.934915 -0.13 0.01 0.09 -0.251
O 2.493830 -0.922940 -0.798589 0.22 0.43 -0.13 -0.156
C 3.900199 -2.819140 -1.109259 0.13 0.11 -0.01 -0.090
C 2.772925 -3.784952 -1.003977 0.01 0.05 -0.09 -0.148
O 1.741402 -3.547070 -0.436091 -0.04 -0.02 0.02 0.109
C 5.176385 -3.325278 -1.282323 -0.01 -0.02 -0.04 -0.032
H 6.980956 -0.467383 -0.987124 0.00 -0.01 0.00 0.121
H 2.966474 -4.768719 -1.466089 0.00 -0.02 0.05 0.143
H 5.319304 -4.388873 -1.427229 0.00 0.01 0.01 0.128
O -2.108107 -1.938616 5.090153 0.28 0.13 -0.08 -0.012
C -0.890600 -1.778039 5.322525 -0.15 -0.10 0.41 -0.670
O -0.236846 -1.631823 6.359435 -0.10 -0.02 -0.40 0.020
C -0.080118 -1.672677 4.009664 0.05 0.07 -0.07 -0.032
C 1.095672 -0.926424 3.936752 -0.07 0.02 0.11 0.057
C 1.594954 -0.554692 2.710366 -0.12 0.05 0.03 -0.046
N 0.993496 -0.950826 1.569340 -0.25 0.35 0.12 0.006
C -0.066512 -1.810010 1.639269 0.50 -0.15 0.14 -0.154
C -0.606622 -2.196606 2.824161 -0.16 -0.09 0.03 0.093
C -0.561694 -2.207499 0.301499 0.10 -0.12 -0.15 -0.512
O -1.312107 -3.081475 0.024709 0.01 -0.02 0.04 0.199
O -0.037540 -1.350594 -0.621940 0.34 0.38 0.30 -0.197
H 1.545188 -0.591558 4.862615 0.04 0.01 -0.02 0.136
H 2.443948 0.107096 2.603647 0.01 0.01 0.03 0.131
H -1.495339 -2.812920 2.861516 0.01 -0.02 -0.02 0.151



21
Properties=species:S:1:pos:R:3:forces:R:3:lowdin_charge:R:1 method="wB97M-V/def2-TZVPD" e_homo_ev=-13.712 charge=+1 e_tot_ev=-19203.0319 de_lowest_kcal_mol=42.4
C 0.407909 -0.157474 -0.384591 1.25 -2.04 -0.48 -0.557
C 2.099424 -1.787508 -1.021547 -0.40 -1.73 -1.11 -0.103
C -1.136367 1.583192 0.171924 2.38 0.76 1.45 -0.021
C 0.818123 1.060780 1.578821 -3.16 0.54 1.70 0.012
C -2.404125 -0.697443 -1.130640 3.68 0.47 0.52 -0.219
N 1.612591 -0.754549 -0.234117 -0.47 1.65 1.84 -0.022
N 0.024621 0.778748 0.404218 -0.14 0.66 1.18 -0.147
S -0.607717 -0.821839 -1.616366 0.46 0.00 -0.79 1.051
H 3.142199 -1.738694 -1.034248 1.74 0.87 -1.16 0.092
H 2.054832 -2.790940 -0.666743 -1.18 -0.91 1.02 0.100
H 1.536959 -1.755779 -1.920012 0.65 -0.32 -1.43 0.036
H -1.818394 1.509275 0.922515 -2.45 -1.18 1.87 0.093
H -1.480850 1.565120 -0.769953 -1.19 -0.43 -3.05 0.046
H -0.858312 2.570581 0.335569 1.00 2.13 0.00 0.101
H 1.460484 1.862942 1.435619 1.48 1.30 -0.23 0.095
H 1.218216 0.180597 1.932709 1.64 -1.81 0.39 0.072
H 0.162651 1.275323 2.477376 0.24 0.34 -1.29 0.142
H -2.556690 -1.431015 -1.834225 -2.04 -1.77 -1.20 0.001
H -2.662454 0.278854 -1.379936 -1.33 1.10 -0.22 0.015
H -2.343836 -0.988164 -0.115634 -1.03 -0.32 0.92 0.053
H 2.365056 -0.432130 0.373561 -1.11 0.71 0.07 0.159



42
Properties=species:S:1:pos:R:3:forces:R:3:lowdin_charge:R:1 method="wB97M-V/def2-TZVPD" e_homo_ev=-8.034 smiles="Cc1ccc(NC(=O)CCCSc2nc3ccccc3[nH]2)cc1" charge=0 e_tot_ev=-36329.1290 de_lowest_kcal_mol=0.0
C 3.543674 1.515047 -1.973194 -0.05 0.08 -0.02 -0.052
C 2.094902 1.304224 -1.655980 0.03 0.01 -0.03 -0.293
C 1.472971 2.063173 -0.672409 -0.02 -0.08 -0.09 -0.050
C 0.137434 1.881911 -0.378275 -0.15 -0.03 -0.08 -0.035
C -0.614043 0.931314 -1.065021 0.30 0.02 -0.20 -0.234
N -1.952877 0.768740 -0.690343 -0.02 0.36 0.23 0.131
C -2.885257 -0.093825 -1.178963 -0.43 0.42 0.37 -0.488
O -2.735281 -0.802245 -2.148822 0.06 -0.31 -0.23 0.078
C -4.172321 -0.103697 -0.361003 -0.04 -0.23 -0.12 -0.132
C -4.351549 -1.469740 0.311133 0.07 0.22 0.06 -0.245
C -3.123964 -1.924796 1.085982 0.05 0.05 0.22 -0.427
S -2.539591 -0.684847 2.301027 -0.37 -0.06 0.16 0.973
C -0.845646 -0.684701 1.906991 -0.01 -0.27 -0.20 -0.677
N -0.279469 -1.438938 1.012677 -0.41 -0.13 0.04 0.126
C 1.048702 -1.089546 1.031565 0.37 0.54 0.49 -0.234
C 2.110623 -1.570631 0.278595 -0.06 0.07 0.14 -0.015
C 3.356751 -1.029133 0.517368 0.13 -0.11 -0.09 -0.102
C 3.554889 -0.033462 1.473373 0.09 0.08 0.07 -0.106
C 2.510465 0.461852 2.230561 -0.04 0.08 0.13 -0.031
C 1.259858 -0.078808 1.997537 0.41 -0.42 -0.44 -0.214
N 0.018745 0.163103 2.541590 -0.19 0.04 0.05 0.119
C -0.004042 0.172618 -2.056001 -0.18 -0.11 -0.10 -0.005
C 1.335103 0.364586 -2.338526 0.03 0.21 0.12 -0.042
H 3.940240 0.679849 -2.544392 0.10 -0.05 -0.04 0.076
H 4.122293 1.622803 -1.058117 0.11 -0.01 0.04 0.068
H 3.672068 2.423994 -2.561946 0.10 0.03 -0.05 0.081
H 2.044045 2.800218 -0.126146 0.06 0.07 0.07 0.116
H -0.330473 2.477021 0.395762 -0.05 0.06 0.07 0.112
H -2.221540 1.322868 0.111581 -0.07 -0.25 -0.15 0.123
H -5.010816 0.065736 -1.038385 0.06 0.06 -0.01 0.123
H -4.169118 0.682771 0.394820 -0.03 0.01 -0.07 0.090
H -5.219946 -1.429138 0.972366 -0.05 -0.05 -0.09 0.109
H -4.538483 -2.221152 -0.458808 -0.06 0.00 0.05 0.119
H -2.267736 -2.089851 0.432022 -0.08 -0.11 0.02 0.063
H -3.339587 -2.835536 1.644528 0.10 -0.01 -0.11 0.078
H 1.952932 -2.337255 -0.461721 -0.03 -0.10 -0.11 0.116
H 4.204846 -1.382051 -0.050146 0.09 -0.03 -0.06 0.102
H 4.549440 0.358977 1.626734 0.08 0.03 0.01 0.100
H 2.663237 1.234087 2.969599 0.06 0.08 0.07 0.108
H -0.213101 0.807167 3.278189 0.02 -0.05 -0.04 0.153
H -0.577697 -0.566203 -2.588953 -0.03 -0.03 -0.02 0.102
H 1.799321 -0.236503 -3.106852 0.06 -0.08 -0.08 0.114



14
Properties=species:S:1:pos:R:3:forces:R:3:lowdin_charge:R:1 method="wB97M-V/def2-TZVPD" e_homo_ev=-9.838 smiles="C=CCOCO" charge=0 e_tot_ev=-8371.2233 de_lowest_kcal_mol=47.5
C -1.168305 -0.824323 -1.178081 0.04 -0.11 0.14 0.013
C -0.776167 -1.143454 0.051404 -0.10 0.05 -0.17 -0.160
C 0.639046 -0.932470 0.534808 0.02 -0.21 -0.12 -0.214
O 0.823305 0.319293 1.189713 -0.06 0.05 0.02 -0.118
C 0.892685 1.429489 0.342633 0.39 0.11 -0.01 -0.299
O -0.367137 1.892928 -0.081311 -0.10 -0.03 0.14 -0.042
H -0.463047 -0.418554 -1.902142 -0.12 -0.10 0.10 0.072
H -2.203558 -0.910607 -1.498291 0.16 -0.06 0.06 0.063
H -1.497029 -1.515876 0.779175 0.10 0.06 -0.11 0.103
H 0.913691 -1.684930 1.280421 -0.05 0.09 -0.15 0.121
H 1.340693 -1.012823 -0.309492 -0.12 0.05 0.11 0.122
H 1.402135 2.211499 0.920345 -0.10 -0.12 -0.10 0.128
H 1.484319 1.191367 -0.558450 -0.10 0.04 0.17 0.128
H -1.020630 1.398460 0.429268 0.03 0.17 -0.08 0.084